1.
ORCA calculation (the ωB97M-V functional and the def2-TZVPD basis) on C5H7N3 in the gas phase in a non-equilibrium geometry.

Last column: Mulliken charge in e.
Atoms and positions in Å:
C -0.194 -1.042 -0.663  -0.630
C 0.998 -1.161 0.274  -0.626
C 0.805 1.515 -0.207  0.035
C -0.707 1.274 0.239  0.126
C -1.259 -0.087 -0.273  -0.083
H -0.572 -2.135 -0.548  0.294
H 0.142 -1.334 -1.843  0.259
H 1.011 -2.029 0.883  0.604
H 0.663 2.594 -0.690  0.234
H -1.313 2.240 0.320  0.327
H -0.234 -0.694 1.544  0.493
H -2.202 0.010 -0.701  0.478
N 1.873 -0.309 0.698  -0.362
N 1.960 0.937 -0.218  -0.415
N -0.972 0.221 1.185  -0.734

SMILES = C1=NN=C[C@@H]2N[C@@H]2C1
Lowest unoccupied orbital energy = 0.5 eV
ΔE to the lowest compared entry with this formula, charge and spin = 687.1 kJ/mol
E_HOMO = -9.24 eV


2.
ORCA calculation (the ωB97M-V functional and the def2-TZVPD basis) on 2 unconnected molecules or ions with the total composition C5H7N3 in a non-equilibrium geometry.

Last column: Mulliken charge in e.
Atoms and positions in Å:
C -3.270 -1.616 -0.007  -0.002
C -2.529 0.823 -0.144  0.078
C 1.899 -1.246 -0.210  -0.442
C -2.718 -0.371 -0.025  -0.112
C 1.580 1.592 0.314  -0.917
N -3.998 -2.479 -0.235  -0.378
N 0.732 -0.603 -0.062  0.203
N 0.513 0.706 0.069  -0.449
H -0.119 -1.144 -0.045  0.158
H -2.445 1.854 -0.300  0.408
H 2.175 -2.236 -0.215  0.325
H 2.723 -0.601 -0.151  0.211
H 2.074 1.773 -0.611  0.361
H 1.134 2.499 0.678  0.262
H 2.249 1.048 0.943  0.294

Lowest unoccupied orbital energy = 0.4 eV
ΔE to the lowest compared entry with this formula, charge and spin = 636.5 kJ/mol
E_HOMO = -7.74 eV


3.
ORCA calculation (the ωB97M-V functional and the def2-TZVPD basis) on C5H7N3O2 in the gas phase in a non-equilibrium geometry.

Last column: Mulliken charge in e.
Atoms and positions in Å:
C 1.495 -1.657 1.098  -0.549
C 1.600 -0.560 0.368  -0.102
C 0.201 -0.610 -0.548  1.713
C 0.457 -0.890 -1.987  -1.268
C -0.698 0.536 -0.148  -1.867
N 0.342 -2.355 0.867  -0.400
N -0.372 -1.808 0.047  -0.313
N 2.484 0.520 0.270  0.958
O 3.152 0.590 -0.721  -0.554
O 2.440 1.213 1.244  -0.537
H 2.048 -2.128 1.896  0.538
H 1.559 -1.131 -2.002  0.337
H 0.208 0.165 -2.554  0.254
H -0.249 -1.666 -2.291  0.400
H -1.682 0.439 -0.629  0.379
H -0.290 1.428 -0.366  0.526
H -0.765 0.591 0.876  0.484

SMILES = CC1(C)N=NC=C1[N+](=O)[O-]
Lowest unoccupied orbital energy = -0.5 eV
ΔE to the lowest compared entry with this formula, charge and spin = 629.0 kJ/mol
E_HOMO = -9.85 eV


4.
ORCA calculation (the ωB97M-V functional and the def2-TZVPD basis) on C5H7N3O4 in the gas phase in a non-equilibrium geometry.

Last column: Mulliken charge in e.
Atoms and positions in Å:
N 4.812 -0.834 0.647  -0.489
O 1.261 0.164 0.224  -0.617
O -2.527 1.542 -0.516  -0.603
N 3.773 -1.125 0.136  0.454
O -3.398 1.143 1.525  -0.457
O 0.189 -1.834 -0.116  -0.397
C 1.280 -1.098 0.013  0.777
C -2.635 0.798 0.477  0.412
C 2.603 -1.647 -0.206  -0.392
N -2.795 -1.424 1.375  -0.689
C -1.037 -1.033 -0.475  -0.671
C -1.811 -0.503 0.806  0.404
H -3.607 2.121 1.360  0.363
H 2.617 -2.566 -0.824  0.346
H -2.508 -1.766 2.316  0.253
H -3.657 -0.984 1.543  0.292
H -1.761 -1.641 -1.047  0.446
H -0.787 -0.239 -1.194  0.355
H -0.985 -0.290 1.506  0.213

Lowest unoccupied orbital energy = -0.1 eV
ΔE to the lowest compared entry with this formula, charge and spin = 340.6 kJ/mol
E_HOMO = -9.17 eV


5.
ORCA calculation (the ωB97M-V functional and the def2-TZVPD basis) on C5H7N3S in the gas phase in a non-equilibrium geometry.

Last column: Mulliken charge in e.
Atoms and positions in Å:
C 0.002 1.532 0.548  -0.272
C 0.242 0.298 1.026  0.292
C 0.050 -0.930 -0.207  0.279
C -0.367 -0.485 -1.473  0.352
C 0.557 -0.094 2.412  -1.161
N -0.521 0.793 -1.749  -0.802
N -0.262 1.716 -0.775  0.130
N -0.434 -1.405 -2.471  -0.368
S 0.398 -2.506 0.221  -0.446
H -0.113 2.330 1.275  0.390
H 1.452 0.518 2.548  0.281
H 0.715 -1.113 2.381  0.391
H -0.251 0.295 3.113  0.261
H -0.309 2.671 -1.320  0.290
H -0.274 -2.383 -2.207  0.148
H -0.885 -1.236 -3.324  0.235

SMILES = Cc1c[nH]nc(N)c1=S
Lowest unoccupied orbital energy (spin up / spin down) = -0.3 / -0.3 eV
ΔE to the lowest compared entry with this formula, charge and spin = 125.2 kJ/mol
E_HOMO (spin up / spin down) = -7.58 / -7.58 eV


6.
ORCA calculation (the ωB97M-V functional and the def2-TZVPD basis) on C5H7N3S in the gas phase in a non-equilibrium geometry.

Last column: Mulliken charge in e.
Atoms and positions in Å:
C 2.104 -0.450 0.365  -0.717
C 1.587 0.871 0.229  -0.400
C 1.009 -1.300 0.240  0.599
C -1.380 -0.806 -0.014  -0.452
C -2.363 2.013 -0.229  -1.014
N 0.285 0.889 0.168  -0.710
N 0.983 -2.678 0.077  -0.490
N -0.075 -0.458 0.075  0.600
S -2.705 0.189 -0.162  0.047
H 3.036 -0.831 0.573  0.452
H 2.275 1.650 0.280  0.452
H 1.856 -3.013 -0.373  0.255
H -3.182 2.396 -0.638  0.426
H -1.641 2.238 -0.920  0.360
H -1.937 2.250 0.684  0.335
H 0.149 -2.960 -0.355  0.257

Lowest unoccupied orbital energy = 0.3 eV
ΔE to the lowest compared entry with this formula, charge and spin = 214.0 kJ/mol
E_HOMO = -8.59 eV


7.
ORCA calculation (the ωB97M-V functional and the def2-TZVPD basis) on C5H7N3S in the gas phase in a non-equilibrium geometry.

Last column: Mulliken charge in e.
Atoms and positions in Å:
C 2.835 -0.143 0.502  -0.013
C 0.442 1.178 -0.662  0.160
C 2.162 -1.190 0.043  0.126
C -2.119 -0.938 0.260  -1.036
C -1.651 0.489 0.012  -0.506
N 2.637 1.227 0.251  -0.356
N 1.670 1.667 -0.384  -0.142
N -0.248 0.594 0.225  -0.375
S 1.647 -2.617 -0.314  -0.259
H 3.696 -0.234 1.044  0.502
H -0.085 1.377 -1.706  0.265
H -3.148 -0.814 0.669  0.311
H -2.064 -1.271 -0.722  0.271
H -1.549 -1.446 0.974  0.331
H -2.130 0.979 -0.884  0.384
H -2.096 1.142 0.691  0.337

SMILES = CC/N=C/N=N\C=C=S
Lowest unoccupied orbital energy (spin up / spin down) = -1.0 / -1.0 eV
ΔE to the lowest compared entry with this formula, charge and spin = 382.8 kJ/mol
E_HOMO (spin up / spin down) = -8.57 / -8.56 eV


8.
ORCA calculation (the ωB97M-V functional and the def2-TZVPD basis) on a molecular structure, C5H7N5 in a non-equilibrium geometry.

Last column: Mulliken charge in e.
Atoms and positions in Å:
C -2.205 -0.553 -0.449  -0.066
C -1.850 0.827 -0.496  -0.484
C -1.365 -1.446 0.096  -0.896
C -0.636 1.209 -0.024  -0.066
C -0.073 -1.006 0.682  0.301
N 1.011 -1.752 -0.096  -0.283
N 1.888 -1.008 -0.464  -0.264
N 0.215 0.391 0.627  -0.349
N 1.807 0.251 -0.347  0.492
N 2.838 1.047 -0.053  -0.556
H -3.161 -0.865 -0.846  0.364
H -2.538 1.557 -0.891  0.383
H -1.539 -2.510 0.093  0.345
H -0.308 2.241 -0.079  0.308
H 0.059 -1.383 1.709  0.274
H 2.702 1.998 -0.374  0.255
H 3.156 1.001 0.913  0.242

Lowest unoccupied orbital energy (spin up / spin down) = 0.4 / 0.4 eV
ΔE to the lowest compared entry with this formula, charge and spin = 465.2 kJ/mol
E_HOMO (spin up / spin down) = -7.72 / -7.72 eV